Computed, not measured: a 5-piece molecular cluster, C5H19NO6 overall in a non-equilibrium geometry, with ωB97M-V with the def2-TZVPD basis set.

## Properties
- energy relative to the best compared isomer or geometry (same formula, charge and spin) (eV) = 3.201
- E_HOMO (eV) = -8.90
- maximum force (eV/A) = 3.0
- net charge = 0
- Kohn-Sham gap (eV) = 9.243

Positions of all 31 atoms, in Å:
N (0.955, 0.423, 2.145)
C (0.774, 0.566, 0.669)
C (0.276, 1.909, 0.244)
O (-0.308, 2.714, 0.927)
C (-0.362, -0.486, 0.280)
C (0.207, -1.892, 0.221)
C (0.920, -1.909, -1.177)
O (0.047, -1.749, -2.250)
H (1.629, 1.054, 2.529)
H (0.095, 0.440, 2.617)
H (1.739, 0.623, 0.152)
H (0.529, 2.151, -0.809)
H (-0.923, -0.416, 1.243)
H (-1.039, -0.304, -0.560)
H (0.875, -2.018, 1.087)
H (-0.626, -2.576, 0.332)
H (1.411, -2.839, -1.413)
H (1.686, -1.086, -1.193)
H (-0.768, -1.257, -2.198)
O (-0.675, 0.827, -3.775)
H (-0.367, 0.249, -3.055)
H (-0.881, 0.173, -4.461)
O (3.559, -0.346, 0.138)
H (4.051, 0.167, 0.776)
H (3.305, -1.189, 0.540)
O (-1.504, 0.135, 4.085)
H (-1.389, -0.671, 3.575)
H (-2.390, 0.453, 3.928)
O (-3.236, 0.195, -1.205)
H (-4.105, 0.212, -0.813)
H (-3.223, 0.350, -2.158)

Forces on the atoms, in the same order (eV/Å):
1.36 -1.00 -2.47
-1.13 0.76 0.91
-0.68 0.83 0.22
0.13 -0.15 -0.07
0.93 0.31 2.26
0.57 0.93 -1.18
0.29 0.39 1.53
-0.30 -0.44 -1.96
0.05 0.44 0.19
-1.06 0.62 0.84
-0.17 -1.33 0.16
-0.18 0.01 -0.15
-0.44 0.00 -1.09
0.31 0.58 0.38
0.07 -0.12 -0.48
0.06 -0.54 -0.38
0.36 -0.41 0.23
-0.62 -0.79 0.10
-0.21 0.03 1.14
-0.27 -0.75 0.19
0.29 0.48 -0.32
0.12 0.36 0.01
0.15 -0.40 -0.52
0.17 -0.14 0.38
0.22 0.41 0.18
0.52 0.00 0.20
-0.26 -0.14 0.02
-0.32 0.01 -0.19
1.12 -0.26 0.07
-0.43 0.13 -0.51
-0.65 0.16 0.29